{"formula": "C18H31N2Yb", "method": "the ωB97M-V functional and the def2-TZVPD basis", "elements": ["C", "H", "H", "H", "C", "H", "H", "C", "H", "H", "H", "C", "C", "C", "C", "C", "C", "C", "C", "C", "C", "Yb", "H", "H", "H", "H", "H", "H", "H", "H", "H", "H", "H", "H", "H", "H", "H", "C", "C", "C", "C", "N", "N", "C", "H", "H", "H", "H", "H", "H", "H", "H"], "positions_angstrom": [[1.349722, 2.236637, -1.350904], [2.087014, 2.465609, -0.447447], [1.599967, 1.455452, -2.017191], [0.672615, 0.923894, 2.107594], [0.157156, 3.117349, -1.280537], [-0.765130, 2.620290, -1.702704], [-0.083113, 3.386313, -0.202904], [0.596413, 4.363101, -2.051287], [-0.213801, 5.076861, -2.135755], [1.426761, 4.811600, -1.516004], [0.922059, 4.047323, -3.039701], [-0.964766, -1.862685, -0.198952], [-1.614198, -1.086936, -1.188282], [-0.644832, -0.717487, -2.156116], [0.596810, -1.272688, -1.760464], [0.398039, -1.965731, -0.544911], [1.424779, -2.736261, 0.207189], [1.861881, -1.189190, -2.536797], [-0.901345, 0.005406, -3.424962], [-3.074415, -0.859698, -1.286708], [-1.628833, -2.549279, 0.936762], [0.273738, 1.021239, 0.159439], [2.726032, -1.469443, -1.922974], [1.858714, -1.855466, -3.414446], [2.041587, -0.176979, -2.914464], [2.435765, -2.380364, -0.024745], [1.281360, -2.627457, 1.289639], [1.403745, -3.816641, -0.011034], [-2.515514, -2.002187, 1.279582], [-1.958323, -3.568933, 0.676313], [-0.951917, -2.643926, 1.796754], [-3.312869, -0.002768, -1.927148], [-3.597386, -1.732853, -1.714434], [-3.529540, -0.668388, -0.304132], [-0.129463, 0.763157, -3.627666], [-0.916983, -0.674381, -4.294353], [-1.866850, 0.522995, -3.407811], [1.780124, -0.584868, 5.515830], [0.830915, -0.220186, 4.470609], [-0.516085, 0.071504, 4.356446], [-0.841068, 0.408335, 3.093942], [0.288057, 0.001526, 2.346726], [1.344873, -0.252311, 3.238768], [-2.073202, 0.824465, 2.353599], [1.937820, 0.256168, 6.177483], [1.365703, -1.424518, 6.056378], [2.732814, -0.872017, 5.080657], [-1.225518, 0.086988, 5.170857], [2.294137, -0.132868, 2.909274], [-2.868632, 0.062421, 2.466745], [-2.494314, 1.754401, 2.775155], [-2.011001, 1.006374, 1.246088]], "atomic_forces_ev_per_a": [[0.8, -1.0, 4.5], [-0.5, -0.2, -2.0], [0.4, 0.0, -1.1], [0.3, 1.3, -0.2], [0.2, -0.2, -0.9], [0.5, 0.5, 0.0], [0.0, 0.0, -0.3], [-1.2, 0.6, 0.2], [-0.1, 0.4, -0.1], [0.1, 0.1, -0.1], [0.0, 0.1, 0.1], [-0.4, 0.6, 0.3], [0.3, 0.6, 0.3], [-0.7, 0.9, 0.6], [0.9, 0.4, 1.1], [0.7, 0.6, 0.0], [0.4, -0.3, 0.2], [0.5, -0.1, -0.3], [-0.1, 0.4, -0.6], [-0.8, 0.1, -0.1], [-0.1, -0.1, 0.4], [-1.5, -2.9, -4.5], [-0.1, 0.0, -0.2], [-0.1, 0.2, 0.3], [0.0, -0.2, -0.1], [-0.1, -0.2, 0.0], [0.0, -0.1, 0.0], [0.0, 0.3, 0.1], [0.0, -0.2, -0.1], [0.1, 0.3, 0.1], [-0.1, -0.1, -0.1], [0.0, -0.2, 0.1], [0.2, 0.3, 0.2], [0.0, -0.1, -0.2], [-0.1, -0.2, 0.0], [0.0, 0.2, 0.3], [0.2, -0.1, 0.0], [-0.2, 0.1, 0.6], [2.1, -0.9, -1.1], [-2.1, 0.8, 2.1], [0.4, -2.1, -0.9], [1.5, 1.6, -0.5], [-2.3, -0.3, 0.3], [-0.8, 0.5, 0.1], [0.0, 0.1, 0.5], [0.0, -0.2, 0.5], [0.0, -0.1, 0.0], [0.2, 0.1, 0.2], [0.1, -0.5, 0.2], [0.5, 0.2, -0.1], [0.3, -0.3, 0.0], [0.3, -0.4, 0.8]], "total_energy_ev": -53656.5031, "total_charge": 2, "de_lowest_kcal_mol": 147.3, "fmax_ha_per_bohr": 0.1087, "multiplicity": 2, "orbital_gap_ev": [5.1, 4.3]}

=====

{"formula": "C18H31O4", "method": "the ωB97M-V functional and the def2-TZVPD basis", "elements": ["O", "O", "C", "C", "C", "C", "C", "C", "C", "C", "C", "C", "C", "C", "C", "C", "C", "C", "C", "C", "O", "O", "H", "H", "H", "H", "H", "H", "H", "H", "H", "H", "H", "H", "H", "H", "H", "H", "H", "H", "H", "H", "H", "H", "H", "H", "H", "H", "H", "H", "H", "H", "H"], "positions_angstrom": [[5.154128, 1.084313, 1.356200], [5.755596, 2.044621, 1.850279], [-4.510527, -3.472559, 5.060551], [-3.752016, -3.087073, 3.794544], [-2.305212, -3.571535, 3.775271], [-1.565747, -3.167737, 2.499348], [-0.093887, -3.613259, 2.474311], [0.687572, -3.136848, 1.289224], [1.445534, -2.005449, 1.267464], [2.186644, -1.595819, 0.139041], [2.905395, -0.385926, 0.070940], [3.730307, -0.102328, -0.981524], [4.172025, 1.232244, -1.474737], [3.199695, 2.399581, -1.143751], [2.053604, 2.416658, -2.154075], [1.018938, 3.522932, -1.967877], [-0.065641, 3.494449, -3.060330], [-0.893114, 2.208021, -3.045056], [-2.069416, 2.203775, -4.023156], [-3.109897, 3.267638, -3.782259], [-3.360486, 4.205734, -4.512751], [-3.752300, 3.006106, -2.605193], [-4.413190, 3.713929, -2.500008], [-5.535901, -3.097076, 5.010389], [-4.556691, -4.559421, 5.182228], [-4.038901, -3.046710, 5.951917], [-4.268965, -3.499799, 2.919117], [-3.756288, -1.994879, 3.685241], [-1.774508, -3.157630, 4.643691], [-2.285129, -4.665476, 3.873940], [-2.095248, -3.592971, 1.634540], [-1.616523, -2.074401, 2.401083], [0.398880, -3.243254, 3.386120], [-0.073684, -4.712968, 2.465133], [0.641616, -3.762487, 0.395134], [1.495820, -1.373011, 2.166165], [2.183620, -2.245338, -0.746768], [2.780995, 0.304094, 0.917419], [4.094555, -0.949169, -1.581362], [5.192191, 1.487742, -1.145816], [4.249490, 1.131609, -2.570712], [2.815726, 2.295360, -0.120296], [3.760637, 3.343824, -1.193167], [2.482695, 2.500081, -3.167448], [1.542926, 1.441985, -2.120097], [0.536669, 3.409152, -0.985846], [1.510524, 4.505280, -1.993082], [-0.728947, 4.362604, -2.929879], [0.401312, 3.588016, -4.053513], [-0.246395, 1.365023, -3.328987], [-1.252559, 1.999700, -2.024844], [-1.694246, 2.340465, -5.039276], [-2.581663, 1.238191, -3.957460]], "atomic_forces_ev_per_a": [[1.5, 2.3, 1.3], [-1.4, -2.2, -1.1], [-0.1, 0.0, -0.1], [0.1, 0.0, -0.1], [0.1, -0.1, 0.0], [-0.1, 0.1, -0.1], [0.0, 0.0, 0.1], [0.1, 0.2, 0.0], [-0.4, -0.3, 0.1], [0.4, 0.0, -0.1], [-0.1, -0.3, 0.1], [0.2, -0.4, -0.3], [0.1, 0.6, 0.1], [0.4, -0.3, -0.3], [-0.1, -0.1, -0.1], [-0.1, 0.0, -0.2], [-0.1, 0.0, 0.1], [0.1, -0.2, 0.3], [0.1, 0.0, -0.4], [0.1, 0.2, -0.3], [0.0, -0.9, 1.1], [-0.2, 0.8, -0.6], [0.1, -0.2, 0.1], [0.1, -0.1, 0.1], [0.0, 0.1, 0.0], [0.0, -0.1, -0.1], [0.0, 0.1, 0.1], [-0.1, -0.1, 0.0], [0.0, -0.1, -0.1], [0.0, 0.1, 0.1], [0.1, 0.1, 0.1], [0.1, -0.1, -0.1], [-0.1, -0.2, -0.1], [0.1, 0.2, 0.3], [0.0, 0.2, 0.1], [-0.1, -0.2, -0.3], [0.1, 0.2, 0.4], [-0.2, 0.0, -0.6], [-0.5, 0.3, 0.1], [-0.2, -0.1, 0.0], [0.0, 0.2, 0.3], [0.1, 0.1, -0.2], [-0.2, -0.1, 0.0], [-0.1, 0.0, 0.2], [0.2, 0.2, 0.0], [0.1, 0.1, -0.1], [-0.1, -0.2, 0.1], [0.1, -0.2, -0.1], [-0.1, 0.1, 0.2], [-0.2, 0.2, 0.1], [0.1, 0.1, -0.2], [-0.1, 0.0, 0.0], [0.1, 0.1, -0.1]], "total_energy_ev": -27354.1623, "fmax_ha_per_bohr": 0.0591, "multiplicity": 4, "orbital_gap_ev": [7.5, 8.0]}

=====

{"formula": "C18H32AsF6N3O2PtSSi", "method": "the ωB97M-V functional and the def2-TZVPD basis", "elements": ["Pt", "N", "C", "S", "N", "N", "C", "C", "C", "C", "C", "C", "C", "O", "H", "H", "H", "H", "H", "H", "H", "C", "O", "H", "H", "H", "H", "F", "As", "F", "F", "F", "F", "F", "C", "Si", "C", "C", "C", "C", "C", "C", "C", "C", "H", "H", "H", "H", "H", "H", "H", "H", "H", "H", "H", "H", "H", "H", "H", "H", "H", "H", "H", "H", "H"], "positions_angstrom": [[-0.623435, 0.332384, -0.163387], [-3.678005, 3.505915, -0.477660], [-2.946254, 2.474978, -0.114392], [-2.187674, 1.528713, -1.292005], [-3.008725, 2.303950, 1.286413], [-2.416255, 1.305842, 1.750983], [-2.532761, 1.259390, 3.136460], [-2.384361, 0.142324, 3.880272], [-2.396444, 0.246973, 5.321665], [-2.056465, -0.808790, 6.074669], [-1.700842, -2.085134, 5.473800], [-1.722432, -2.276910, 4.148332], [-2.168325, -1.209992, 3.264637], [-2.418689, -1.394509, 2.079979], [-3.746140, 3.789725, -1.442485], [-4.201439, 4.003492, 0.229254], [-2.768246, 2.205834, 3.612697], [-2.623280, 1.206334, 5.767691], [-2.016842, -0.717700, 7.151385], [-1.414997, -2.895998, 6.130906], [-1.473744, -3.223463, 3.690404], [-2.642561, -1.924372, -1.102171], [-1.414582, -1.750321, -0.370084], [-3.438318, -1.318923, -0.669671], [-2.918761, -2.977217, -1.083776], [-2.452562, -1.618597, -2.127636], [-1.603025, -1.967666, 0.564700], [0.916418, -0.598955, 0.908237], [1.744346, -0.521997, 2.611115], [0.197783, 0.054211, 3.162686], [1.172414, -2.133218, 2.782358], [2.437314, -0.461757, 4.156697], [3.149480, -1.074053, 1.814508], [2.136021, 1.106511, 2.216762], [-0.216791, 0.821987, -3.607732], [0.827438, 0.284774, -2.149651], [2.052474, 1.655018, -1.664340], [3.285899, 1.133298, -0.918580], [1.338217, 2.690097, -0.779530], [2.507782, 2.361533, -2.954177], [1.484584, -1.459856, -2.493880], [2.569338, -1.232983, -3.573517], [2.108833, -2.190121, -1.302312], [0.404298, -2.358215, -3.109940], [0.373761, 0.668004, -4.515060], [-0.487649, 1.876243, -3.569820], [-1.129674, 0.233680, -3.714639], [3.031343, 0.611548, 0.001182], [3.918073, 1.983694, -0.646553], [3.889382, 0.467254, -1.534596], [1.023786, 2.267415, 0.185535], [0.471315, 3.131217, -1.279493], [2.030539, 3.502307, -0.537624], [3.004731, 1.682198, -3.648799], [3.228889, 3.140592, -2.690619], [1.682000, 2.842275, -3.480631], [3.376069, -0.578929, -3.243973], [2.155907, -0.832571, -4.501662], [3.017742, -2.201497, -3.810954], [2.909640, -1.624727, -0.827929], [2.532468, -3.134827, -1.655712], [1.368676, -2.424747, -0.538946], [-0.105782, -1.891870, -3.955084], [-0.332109, -2.661429, -2.368521], [0.880214, -3.268382, -3.485781]], "atomic_forces_ev_per_a": [[0.0, 0.0, 0.0], [0.0, 0.0, 0.0], [-0.1, -0.1, 0.0], [0.1, 0.1, 0.0], [0.1, 0.1, 0.0], [0.0, 0.0, -0.1], [-0.1, -0.1, 0.0], [0.0, 0.0, 0.0], [0.0, 0.0, 0.0], [0.0, 0.0, 0.0], [0.0, 0.0, 0.0], [0.0, 0.0, 0.0], [0.0, 0.0, -0.1], [0.1, 0.0, 0.0], [0.0, 0.0, 0.0], [0.0, 0.0, 0.0], [0.0, 0.0, 0.0], [0.0, 0.0, 0.0], [0.0, 0.0, 0.0], [0.0, 0.0, 0.0], [0.0, 0.0, 0.0], [0.0, 0.0, 0.0], [0.0, 0.0, 0.1], [0.0, 0.0, 0.0], [0.0, 0.0, 0.0], [0.0, 0.0, 0.0], [0.0, 0.0, 0.1], [0.1, -0.1, -0.1], [0.0, 0.0, 0.0], [0.0, 0.0, 0.0], [0.0, 0.0, 0.0], [0.0, 0.0, 0.0], [0.0, 0.0, 0.0], [0.0, 0.0, 0.0], [0.0, 0.0, 0.0], [0.0, -0.1, 0.0], [0.0, 0.0, 0.0], [0.0, 0.0, 0.0], [0.0, 0.0, 0.0], [0.0, 0.0, 0.0], [0.0, 0.0, 0.0], [0.0, 0.0, 0.0], [0.0, 0.0, 0.0], [0.0, 0.0, 0.0], [0.0, 0.0, 0.0], [0.0, 0.0, 0.0], [0.0, 0.0, 0.0], [0.0, 0.0, 0.0], [0.0, 0.0, 0.0], [0.0, 0.0, 0.0], [0.0, 0.0, 0.0], [0.0, 0.0, 0.0], [0.0, 0.0, 0.0], [0.0, 0.0, 0.0], [0.0, 0.0, 0.0], [0.0, 0.0, 0.0], [0.0, 0.0, 0.0], [0.0, 0.0, 0.0], [0.0, 0.0, 0.0], [0.0, 0.0, 0.0], [0.0, 0.0, 0.0], [0.0, 0.0, 0.0], [0.0, 0.0, 0.0], [0.0, 0.0, 0.0], [0.0, 0.0, 0.0]], "total_energy_ev": -126849.3556, "total_charge": 1, "de_lowest_kcal_mol": 49.8, "fmax_ha_per_bohr": 0.0037, "multiplicity": 2, "orbital_gap_ev": [6.3, 6.3]}